Entry 1:
# C21H28N2O2

An isolated molecule of C21H28N2O2 (ωB97M-V/def2-TZVPD, OMol25).

CARTESIAN COORDINATES (ANGSTROEM)
1 C -6.643 -1.878 -1.084
2 H -6.419 -1.332 -1.998
3 H -7.651 -2.281 -1.160
4 H -5.943 -2.706 -1.000
5 C -6.525 -0.955 0.131
6 C -5.135 -0.399 0.235
7 C -4.783 0.769 -0.428
8 C -3.496 1.268 -0.368
9 C -2.516 0.600 0.363
10 C -2.859 -0.577 1.026
11 C -4.152 -1.060 0.960
12 H -4.399 -1.971 1.484
13 H -2.119 -1.102 1.605
14 N -1.205 1.101 0.408
15 C -0.278 0.849 1.379
16 O -0.410 0.121 2.335
17 C 0.974 1.645 1.044
18 H 1.866 1.045 1.219
19 C 0.794 2.054 -0.417
20 H 1.216 3.037 -0.632
21 C 1.482 1.066 -1.363
22 O 2.325 1.423 -2.158
23 N 1.046 -0.205 -1.258
24 H 0.416 -0.457 -0.512
25 C 1.681 -1.299 -1.954
26 H 0.917 -1.889 -2.472
27 H 2.345 -0.852 -2.695
28 C 2.462 -2.198 -0.986
29 C 3.481 -1.429 -0.188
30 C 3.316 -1.191 1.107
31 C 4.309 -0.472 1.969
32 C 5.662 -0.340 1.277
33 C 5.456 0.112 -0.163
34 C 4.696 -0.959 -0.938
35 H 5.349 -1.818 -1.126
36 H 4.396 -0.558 -1.908
37 H 4.880 1.040 -0.177
38 H 6.417 0.306 -0.644
39 H 6.168 -1.308 1.280
40 H 6.290 0.371 1.818
41 H 3.923 0.524 2.216
42 H 4.416 -1.009 2.916
43 H 2.422 -1.532 1.615
44 H 1.756 -2.682 -0.306
45 H 2.961 -2.975 -1.570
46 C -0.731 2.050 -0.584
47 H -1.037 1.735 -1.586
48 H -1.139 3.049 -0.387
49 H 1.013 2.513 1.705
50 H -3.266 2.186 -0.886
51 H -5.530 1.305 -0.997
52 H -6.767 -1.518 1.034
53 H -7.244 -0.139 0.034

Frontier orbital gap (eV): 9.2041
Energy above the lowest of the compared OMol25 structures with the same formula, charge and spin (kcal per mole): 15.5
Total charge: 0
SMILES string: CCc1ccc(N2C[C@H](C(=O)NCCC3=CCCCC3)CC2=O)cc1
Maximum force (eV/Å): 0.7
HOMO (eV): -8.49

Results of the Mulliken charge analysis, in e, for atoms 1 through 8: number 1, C, carries -1.0641; number 2, H, carries 0.3263; number 3, H, carries 0.3546; number 4, H, carries 0.3193; number 5, C, carries -1.0604; number 6, C, carries 0.7215; number 7, C, carries -0.8622; number 8, C, carries -0.3062

=====

Entry 2:
# C21H28N2O2

An isolated molecule of C21H28N2O2 (ωB97M-V/def2-TZVPD, OMol25).

CARTESIAN COORDINATES (ANGSTROEM)
1 C -6.961 1.705 -0.164
2 H -6.045 1.659 -0.747
3 H -7.549 0.819 -0.385
4 H -7.527 2.582 -0.469
5 C -6.642 1.785 1.331
6 N -5.849 0.677 1.815
7 C -4.551 0.502 1.385
8 C -3.832 1.549 0.790
9 C -2.522 1.388 0.394
10 C -1.860 0.177 0.567
11 C -2.556 -0.873 1.154
12 C -3.868 -0.712 1.547
13 H -4.359 -1.565 1.983
14 H -2.066 -1.821 1.295
15 N -0.527 0.078 0.135
16 C 0.318 -0.985 0.192
17 O 0.037 -2.071 0.650
18 C 1.680 -0.667 -0.416
19 C 2.694 -1.762 -0.101
20 C 4.025 -1.516 -0.802
21 H 3.874 -1.459 -1.890
22 O 4.554 -0.296 -0.322
23 C 5.751 0.139 -0.803
24 C 6.206 1.354 -0.286
25 C 7.406 1.878 -0.712
26 C 8.171 1.208 -1.655
27 C 7.733 0.002 -2.176
28 C 6.521 -0.528 -1.746
29 H 6.194 -1.470 -2.162
30 C 8.547 -0.748 -3.188
31 H 8.924 -1.675 -2.756
32 H 7.939 -1.008 -4.053
33 H 9.394 -0.155 -3.522
34 H 9.111 1.627 -1.983
35 H 7.752 2.818 -0.309
36 H 5.599 1.860 0.448
37 H 4.717 -2.341 -0.586
38 H 2.295 -2.727 -0.413
39 H 2.858 -1.797 0.976
40 H 1.554 -0.578 -1.500
41 H 2.046 0.289 -0.037
42 H -0.164 0.929 -0.272
43 H -2.002 2.223 -0.059
44 H -4.286 2.515 0.640
45 C -6.543 -0.366 2.532
46 C -7.211 -1.411 1.634
47 H -7.616 -2.217 2.241
48 H -8.025 -0.967 1.067
49 H -6.490 -1.827 0.934
50 H -5.837 -0.854 3.208
51 H -7.308 0.109 3.156
52 H -7.577 1.795 1.896
53 H -6.127 2.728 1.546

Frontier orbital gap (eV): 7.8935
Energy above the lowest of the compared OMol25 structures with the same formula, charge and spin (kcal per mole): 39.4
Total charge: 0
SMILES string: CCN(CC)c1ccc(NC(=O)CCCOc2cccc(C)c2)cc1
Maximum force (eV/Å): 0.6
HOMO (eV): -7.12

Results of the Mulliken charge analysis, in e, for atoms 1 through 8: number 1, C, carries -0.9764; number 2, H, carries 0.3362; number 3, H, carries 0.2434; number 4, H, carries 0.3721; number 5, C, carries -0.8553; number 6, N, carries 0.1396; number 7, C, carries 1.5185; number 8, C, carries -0.4276

=====

Entry 3:
# C21H28N4O3Sr

A structure of composition C21H28N4O3Sr in a non-equilibrium geometry (ωB97M-V/def2-TZVPD, OMol25).

CARTESIAN COORDINATES (ANGSTROEM)
1 C 0.879 5.113 -1.087
2 C 1.634 4.733 -2.358
3 H -0.167 5.344 -1.310
4 H 1.317 6.011 -0.640
5 H 0.899 4.323 -0.326
6 H 1.332 3.756 -2.743
7 H 1.454 5.473 -3.143
8 H 2.715 4.706 -2.188
9 C -2.865 -0.439 1.795
10 C -3.967 -1.204 2.201
11 C -4.183 -2.444 1.591
12 C -3.279 -2.873 0.621
13 H -2.639 0.517 2.284
14 H -4.624 -0.821 2.977
15 H -5.026 -3.070 1.874
16 H -3.372 -3.852 0.167
17 N -2.035 -0.822 0.802
18 C -2.214 -2.041 0.227
19 C -1.205 -2.457 -0.793
20 N -0.198 -1.587 -1.086
21 C 0.768 -1.963 -1.951
22 C -0.268 -4.096 -2.333
23 C 0.777 -3.206 -2.592
24 H 1.554 -1.225 -2.126
25 H 1.587 -3.448 -3.273
26 C -1.246 -3.720 -1.413
27 H -2.053 -4.400 -1.143
28 H -0.319 -5.066 -2.830
29 Sr -0.128 0.893 -0.200
30 C 2.177 1.024 -1.636
31 H 2.122 0.838 -2.718
32 H 2.636 0.181 -1.101
33 H 2.695 1.958 -1.389
34 C 4.010 4.091 2.654
35 C 4.144 2.850 3.513
36 C 2.829 2.049 3.632
37 C 3.014 0.871 4.619
38 C 4.046 -0.162 4.196
39 C 1.716 2.961 4.183
40 O 1.870 3.729 5.124
41 N 0.474 2.868 3.572
42 C 0.181 2.206 2.401
43 O -0.933 2.331 1.825
44 N 1.150 1.434 1.869
45 C 2.452 1.504 2.239
46 O 3.325 1.118 1.447
47 H 3.673 3.835 1.643
48 H 4.984 4.582 2.575
49 H 3.307 4.793 3.113
50 H 4.904 2.179 3.095
51 H 4.463 3.129 4.528
52 H 3.299 1.303 5.589
53 H 2.033 0.391 4.756
54 H 5.053 0.266 4.189
55 H 4.032 -0.993 4.905
56 H 3.836 -0.546 3.193
57 H -0.267 3.434 3.967

Frontier orbital gap (eV): 5.1059
Total charge: 0
Maximum force (eV/Å): 1.9
HOMO (eV): -6.01

Results of the Mulliken charge analysis, in e, for atoms 1 through 8: number 1, C, carries -0.5355; number 2, C, carries -0.8036; number 3, H, carries 0.3098; number 4, H, carries 0.2978; number 5, H, carries -0.0619; number 6, H, carries 0.1361; number 7, H, carries 0.3413; number 8, H, carries 0.2722